# 1
{"formula": "C2H5ClOS", "method": "ωB97M-V/def2-TZVPD", "de_lowest_ev": 2.120, "e_tot_ha": -1012.7306, "fmax_ha_per_bohr": 0.016, "lumo_ev": -0.44, "orbital_gap_ev": 9.01, "elements": ["C", "C", "O", "S", "Cl", "H", "H", "H", "H", "H"], "coordinates": [[-0.456, 0.990, -0.818], [-0.574, -0.128, 0.082], [1.777, -0.694, 2.353], [-0.888, -1.650, -0.435], [-0.799, 0.775, -2.623], [0.572, 1.359, -0.760], [-1.121, 1.794, -0.495], [1.540, -0.095, 1.640], [0.965, -0.859, 2.839], [-1.015, -1.491, -1.783]]}

***

# 2
{"formula": "C4H8NO2", "method": "ωB97M-V/def2-TZVPD", "de_lowest_ev": 7.750, "e_tot_ha": -362.2394, "fmax_ha_per_bohr": 0.096, "total_charge": -1, "lumo_ev": 1.27, "orbital_gap_ev": 4.40, "elements": ["O", "C", "N", "C", "C", "C", "O", "H", "H", "H", "H", "H", "H", "H", "H"], "coordinates": [[-2.087, -1.156, 0.274], [-2.391, -0.086, -0.465], [-1.861, 1.172, -0.520], [-0.037, 0.301, 1.190], [0.774, -0.496, 0.219], [1.894, 0.194, -0.671], [2.736, -0.691, -1.209], [-3.255, -0.341, -1.190], [-0.830, 0.874, 0.321], [-0.782, -0.330, 1.603], [0.497, 0.937, 1.901], [1.488, -1.163, 0.509], [0.148, -0.880, -0.589], [1.344, 0.786, -1.462], [2.362, 0.879, 0.091]]}

***

# 3
{"formula": "CHLiO2Rb", "method": "ωB97M-V/def2-TZVPD", "de_lowest_ev": 0.000, "e_tot_ha": -220.5996, "fmax_ha_per_bohr": 0.137, "total_charge": 1, "lumo_ev": -3.94, "orbital_gap_ev": 8.83, "elements": ["H", "O", "C", "O", "Rb", "Li"], "coordinates": [[-0.305, -1.443, 0.802], [0.794, -0.344, 1.486], [0.360, -0.589, 0.331], [-0.166, 0.387, -0.300], [-1.584, 0.404, -3.250], [0.901, 1.585, 0.930]]}

***

# 4
{"formula": "C4H4N2O", "method": "ωB97M-V/def2-TZVPD", "de_lowest_ev": 3.842, "e_tot_ha": -339.4405, "fmax_ha_per_bohr": 0.010, "smiles": "O=C1C=C=NC=N1.[H][H]", "lumo_ev": -1.33, "orbital_gap_ev": 8.27, "elements": ["O", "C", "C", "C", "N", "C", "N", "H", "H", "H", "H"], "coordinates": [[2.503, -1.246, -0.054], [1.324, -1.008, -0.037], [0.905, 0.493, 0.050], [-0.394, 0.432, 0.044], [-1.387, -0.297, 0.001], [-0.937, -1.625, -0.073], [0.301, -1.966, -0.091], [1.660, 1.258, 0.096], [-1.722, -2.372, -0.117], [-1.009, 3.132, -0.264], [-1.243, 3.199, 0.445]]}